Entry from the Open Molecules 2025 dataset: 10 unconnected molecules or ions with the total composition C50H83N7O9 at a distorted geometry (ωB97M-V with the def2-TZVPD basis set).

The geometry in XYZ format:
```
149
Properties=species:S:1:pos:R:3:mulliken_charge:R:1
C -8.007 -0.862 1.457 -1.57
C -6.976 -0.081 2.260 0.32
C -5.549 -0.269 1.845 -0.62
O -5.358 -0.025 0.472 -0.53
C -4.085 -0.153 -0.008 -0.31
N -7.524 1.264 2.223 -0.70
H -7.968 -1.921 1.710 0.40
H -7.992 -0.843 0.367 0.26
H -8.971 -0.588 1.886 0.43
H -7.091 -0.367 3.305 0.38
H -5.216 -1.301 1.955 0.52
H -4.964 0.445 2.424 0.36
H -3.235 0.028 0.651 -0.08
H -4.013 0.306 -0.994 0.39
H -3.984 -1.210 -0.257 0.36
H -7.308 1.714 1.345 0.21
H -7.091 1.803 2.960 0.26
C 3.496 -3.873 4.364 -1.62
C 3.647 -2.930 3.215 0.54
C 3.483 -3.629 1.867 -0.90
O 3.372 -2.800 0.730 0.04
C 4.298 -1.729 0.617 0.32
N 2.534 -1.979 3.396 -0.15
H 4.073 -4.765 4.121 0.42
H 2.516 -4.263 4.640 0.34
H 3.998 -3.584 5.288 0.34
H 4.511 -2.293 3.403 0.30
H 2.484 -4.065 1.834 0.25
H 4.279 -4.368 1.770 0.36
H 5.334 -2.062 0.673 0.40
H 4.153 -0.983 1.398 -0.14
H 4.080 -1.235 -0.329 -0.47
H 1.654 -2.415 3.630 0.39
H 2.301 -1.491 2.543 -0.25
C 3.331 0.169 -4.530 -0.85
C 4.618 0.713 -3.978 1.22
C 5.531 -0.433 -3.539 -0.43
O 6.678 0.121 -3.037 -0.39
C 7.741 -0.798 -2.822 -0.81
N 5.269 1.331 -5.032 -0.82
H 3.530 -0.715 -5.137 0.26
H 2.712 0.861 -5.101 0.42
H 2.612 -0.133 -3.768 -0.28
H 4.525 1.399 -3.136 -0.16
H 5.704 -1.059 -4.414 0.38
H 5.181 -1.127 -2.775 0.05
H 8.510 -0.320 -2.216 0.28
H 8.110 -1.181 -3.774 0.32
H 7.408 -1.665 -2.250 0.26
H 6.232 1.523 -4.797 0.28
H 5.521 0.700 -5.780 0.30
C 3.032 1.087 3.746 -1.37
C 2.439 2.223 2.935 0.22
C 3.461 3.087 2.055 -0.30
O 3.961 2.223 0.945 -0.18
C 4.503 2.848 -0.201 -0.73
N 1.380 1.511 2.075 -0.25
H 3.740 0.436 3.232 0.06
H 2.194 0.488 4.102 0.25
H 3.583 1.499 4.592 0.54
H 1.877 2.894 3.586 0.50
H 4.198 3.586 2.684 0.44
H 2.881 3.819 1.492 -0.08
H 5.429 3.221 0.236 0.47
H 3.950 3.694 -0.610 0.29
H 4.910 2.235 -1.005 0.02
H 1.862 0.940 1.395 -0.04
H 0.919 2.181 1.476 0.10
C -1.096 -2.482 2.181 -0.98
C -0.822 -1.566 3.392 0.97
C -2.168 -0.888 3.999 -0.41
O -2.971 -1.953 4.582 -0.38
C -4.233 -1.533 5.174 -0.55
N -0.197 -2.435 4.387 -0.71
H -1.058 -1.886 1.270 -0.14
H -2.064 -2.983 2.204 0.30
H -0.308 -3.230 2.092 0.39
H -0.108 -0.767 3.191 -0.32
H -2.682 -0.362 3.195 -0.08
H -1.947 -0.134 4.755 0.55
H -4.908 -1.075 4.451 0.00
H -4.120 -0.858 6.022 0.36
H -4.762 -2.375 5.620 0.30
H 0.069 -1.880 5.188 0.22
H -1.127 -2.731 4.647 0.38
C 1.646 6.130 1.717 -0.56
C 1.283 6.327 3.019 -0.26
C -0.058 6.313 3.368 -0.82
C -0.998 5.864 2.463 -0.05
C -0.620 5.423 1.194 -0.14
C 0.699 5.627 0.840 0.00
H 2.671 6.347 1.457 0.37
H 2.060 6.572 3.728 0.44
H -0.390 6.558 4.367 0.37
H -2.030 5.862 2.784 0.24
H -1.357 4.923 0.583 0.18
H 0.863 5.287 -0.172 0.37
C -5.500 4.392 -1.921 -0.32
C -5.990 5.606 -1.283 -0.44
C -5.536 5.808 0.033 -0.27
C -4.791 4.892 0.769 -0.64
C -4.403 3.713 0.039 0.33
C -4.828 3.399 -1.234 -0.25
H -5.687 4.159 -2.959 0.42
H -6.506 6.374 -1.840 0.43
H -5.731 6.788 0.442 0.38
H -4.311 5.169 1.696 0.46
H -3.701 3.032 0.498 0.52
H -4.498 2.461 -1.656 0.33
C -0.983 1.576 -0.724 0.17
C -0.678 0.221 -0.886 0.19
C 0.539 -0.158 -1.388 -0.10
C 1.479 0.822 -1.649 -0.10
C 1.222 2.182 -1.516 -0.66
C -0.007 2.552 -0.987 -0.53
H -1.910 1.721 -0.189 -0.15
H -1.352 -0.548 -0.539 -0.55
H 0.698 -1.225 -1.436 0.65
H 2.487 0.533 -1.908 0.20
H 1.949 2.937 -1.778 0.53
H -0.257 3.568 -0.719 0.12
C 3.787 -4.097 -2.084 -0.46
C 2.783 -3.244 -2.480 -0.39
C 2.487 -3.044 -3.784 0.28
C 3.305 -3.661 -4.792 -0.40
C 4.351 -4.505 -4.381 -0.65
C 4.572 -4.744 -3.040 -0.80
N 3.101 -3.417 -6.226 1.09
O 1.998 -2.905 -6.513 -0.60
O 4.006 -3.732 -6.993 -0.60
H 3.972 -4.302 -1.040 0.39
H 2.169 -2.794 -1.714 0.45
H 1.620 -2.458 -4.049 0.73
H 4.853 -5.202 -5.036 0.45
H 5.246 -5.531 -2.736 0.47
C -5.817 -3.616 -4.674 -0.28
C -4.548 -3.274 -5.183 -0.56
C -3.525 -2.954 -4.323 -0.15
C -3.716 -3.123 -2.966 0.04
C -4.981 -3.495 -2.508 -0.19
C -6.097 -3.586 -3.342 -0.82
N -2.641 -2.883 -2.030 1.01
O -1.707 -2.174 -2.381 -0.52
O -2.737 -3.412 -0.925 -0.56
H -6.644 -3.732 -5.359 0.36
H -4.391 -3.058 -6.229 0.36
H -2.614 -2.557 -4.746 0.47
H -5.123 -3.579 -1.440 0.44
H -7.095 -3.816 -2.998 0.41
```

Largest force on an atom ... 4.0 eV/Å
Energy ... -82033.311 eV
HOMO-LUMO gap (spin up / spin down) ... 0.198 / 0.052 Eh
2S+1 ... 2
Total charge ... +1
Lowest unoccupied orbital energy (spin up / spin down) ... -4.58 / -8.54 eV

***

Entry from the Open Molecules 2025 dataset: 5 unconnected molecules or ions with the total composition C50H86N6O5S at a distorted geometry (ωB97M-V with the def2-TZVPD basis set).

The geometry in XYZ format:
```
148
Properties=species:S:1:pos:R:3:mulliken_charge:R:1
C 0.643 2.563 -3.228 -1.15
C 1.571 1.393 -3.551 -0.31
C 0.879 0.031 -3.532 -1.20
C 0.833 -0.634 -2.168 -0.29
C 2.070 -1.486 -1.873 -0.83
C 1.789 -2.820 -1.200 -1.08
C 1.050 -2.781 0.150 -0.22
C 1.875 -3.359 1.307 -0.53
C 1.433 -4.768 1.676 0.08
C 1.944 -5.338 2.999 -1.01
C 3.264 -4.768 3.490 0.19
C 3.738 -5.404 4.792 -1.04
C 5.227 -5.034 5.048 -1.25
C 5.408 -3.577 4.722 0.34
C 4.685 -2.689 5.505 -0.49
C 4.715 -1.344 5.238 0.46
C 5.447 -0.835 4.178 0.53
C 6.198 -1.714 3.435 -1.00
C 6.185 -3.062 3.718 0.40
O 6.951 -3.891 2.864 -0.51
C 7.882 -4.551 3.452 0.47
N 8.667 -5.242 3.934 -0.50
N 5.390 0.542 3.876 -0.39
C 4.063 1.043 3.855 0.52
C 3.578 1.804 2.810 -0.85
C 2.278 2.263 2.808 -1.15
C 1.418 1.991 3.849 0.57
C -0.021 2.436 3.854 -1.63
C -0.909 1.431 4.527 0.65
C -1.007 0.159 3.991 -0.71
C -1.776 -0.817 4.580 -0.62
C -2.497 -0.551 5.723 -0.88
C -2.426 0.725 6.250 -0.82
C -1.642 1.708 5.676 1.07
C -1.569 3.067 6.320 -1.85
C 1.906 1.239 4.912 -0.39
C 3.200 0.778 4.901 0.59
S 3.793 -0.214 6.224 -0.43
H -0.252 2.278 -2.694 0.42
H 0.415 3.119 -4.121 0.15
H 1.171 3.254 -2.584 0.31
H 2.462 1.406 -2.933 0.34
H 1.909 1.541 -4.567 0.29
H -0.126 0.197 -3.896 0.42
H 1.404 -0.595 -4.241 0.38
H 0.727 0.124 -1.400 0.29
H -0.040 -1.272 -2.107 0.47
H 2.503 -1.736 -2.836 0.46
H 2.838 -0.926 -1.356 0.27
H 1.222 -3.401 -1.915 0.31
H 2.744 -3.302 -1.040 0.43
H 0.822 -1.748 0.377 0.11
H 0.089 -3.273 0.090 0.39
H 1.842 -2.679 2.149 0.29
H 2.917 -3.373 1.009 0.14
H 0.353 -4.740 1.732 -0.04
H 1.706 -5.412 0.851 0.27
H 1.213 -5.171 3.784 0.21
H 2.039 -6.416 2.933 0.36
H 3.091 -3.722 3.682 0.09
H 4.032 -4.900 2.736 0.33
H 3.159 -5.077 5.644 0.33
H 3.690 -6.476 4.645 0.57
H 5.813 -5.691 4.426 0.44
H 5.496 -5.174 6.083 0.31
H 4.074 -3.057 6.304 0.46
H 6.800 -1.366 2.616 0.42
H 5.770 0.672 2.949 0.28
H 4.193 2.037 1.958 0.35
H 1.921 2.843 1.979 0.51
H -0.148 3.422 4.269 0.57
H -0.340 2.467 2.820 0.43
H -0.469 -0.104 3.098 0.89
H -1.822 -1.806 4.166 0.58
H -3.092 -1.307 6.191 0.44
H -3.002 0.934 7.131 0.36
H -2.086 3.082 7.263 0.41
H -1.965 3.806 5.635 0.36
H -0.528 3.316 6.466 0.35
H 1.275 0.977 5.737 0.45
C -5.167 0.834 0.733 -1.65
C -4.553 1.106 2.103 0.75
C -5.323 0.468 3.266 -0.13
O -6.511 1.144 3.632 -0.47
C -7.652 0.828 2.859 -0.66
N -4.399 2.552 2.277 -0.70
H -6.060 1.434 0.560 0.31
H -4.454 1.085 -0.052 0.38
H -5.433 -0.219 0.622 0.34
H -3.553 0.660 2.108 0.16
H -4.678 0.510 4.147 -0.11
H -5.532 -0.594 3.073 0.42
H -7.651 -0.221 2.552 0.30
H -7.730 1.468 1.976 0.23
H -8.529 1.008 3.481 0.28
H -3.900 2.728 3.145 0.23
H -5.324 2.943 2.440 0.34
C 1.200 2.584 -8.316 -1.71
C 1.307 3.904 -7.559 0.58
C 1.799 5.071 -8.427 -0.43
O 3.190 5.064 -8.682 -0.44
C 3.608 4.240 -9.753 -0.65
N 2.146 3.706 -6.374 -0.44
H 2.177 2.135 -8.494 0.39
H 0.616 1.867 -7.739 0.35
H 0.705 2.722 -9.280 0.37
H 0.300 4.161 -7.216 0.06
H 1.610 6.000 -7.884 0.17
H 1.235 5.135 -9.366 0.43
H 2.868 4.222 -10.558 0.30
H 3.810 3.219 -9.419 0.24
H 4.537 4.655 -10.143 0.27
H 2.140 4.556 -5.818 0.26
H 3.109 3.633 -6.693 0.27
C -1.749 -7.411 2.647 -1.29
C -2.350 -6.096 3.130 0.40
C -3.834 -6.194 3.507 -0.86
O -4.722 -6.233 2.409 -0.37
C -4.907 -7.508 1.821 -0.65
N -2.104 -5.067 2.115 -0.39
H -2.060 -7.655 1.632 0.32
H -0.661 -7.345 2.643 0.13
H -2.032 -8.238 3.301 0.39
H -1.812 -5.805 4.037 0.31
H -4.102 -5.290 4.061 0.33
H -4.016 -7.045 4.177 0.47
H -4.873 -8.304 2.571 0.30
H -4.165 -7.704 1.044 0.24
H -5.891 -7.512 1.354 0.25
H -2.413 -4.167 2.473 0.15
H -2.728 -5.247 1.334 0.29
C -3.663 7.338 -6.383 -1.40
C -2.683 7.995 -7.350 0.30
C -2.635 7.326 -8.731 -0.71
O -1.912 6.112 -8.774 -0.28
C -2.634 4.965 -8.367 -0.68
N -1.363 8.055 -6.717 -0.71
H -3.279 6.398 -5.989 0.27
H -3.844 7.993 -5.532 0.35
H -4.622 7.142 -6.866 0.35
H -3.022 9.023 -7.510 0.44
H -2.108 7.999 -9.412 0.31
H -3.644 7.185 -9.141 0.40
H -3.687 5.026 -8.655 0.35
H -2.552 4.816 -7.287 0.22
H -2.187 4.100 -8.857 0.23
H -0.729 8.580 -7.313 0.30
H -0.979 7.113 -6.717 0.27
```

Largest force on an atom ... 1.2 eV/Å
Energy ... -83255.814 eV
HOMO-LUMO gap ... 0.310 Eh
SMILES ... CCCCCCCCCCCCCc1cc2c(cc1OC#N)Nc1ccc(Cc3ccccc3C)cc1S2.COC[C@@H](C)N.COC[C@@H](C)N.COC[C@@H](C)N.COC[C@@H](C)N
Total charge ... 0
Lowest unoccupied orbital energy ... 0.40 eV

***

Entry from the Open Molecules 2025 dataset: a molecular structure, C50H87Br24Cl8O11P at a distorted geometry (ωB97M-V with the def2-TZVPD basis set).

The geometry in XYZ format:
```
181
Properties=species:S:1:pos:R:3:mulliken_charge:R:1
C -21.741 -8.814 11.169 -0.50
C -21.711 -8.019 12.471 0.38
C -20.868 -8.735 13.520 1.44
C -20.602 -7.853 14.740 0.94
P -19.412 -8.568 15.932 0.77
C -19.091 -7.547 17.419 -0.88
C -18.629 -8.326 18.648 2.89
C -18.332 -7.428 19.850 0.02
C -19.517 -6.635 20.377 -1.10
C -20.155 -10.141 16.480 -0.50
C -21.449 -9.907 17.265 1.45
C -21.972 -11.178 17.925 -0.65
C -21.092 -11.705 19.065 0.37
C -17.806 -8.961 15.131 0.32
C -17.747 -10.318 14.461 0.04
C -16.456 -10.503 13.658 0.50
C -16.353 -11.920 13.113 -0.41
H -22.150 -9.813 11.353 0.02
H -20.756 -8.906 10.713 -0.06
H -22.479 -8.412 10.471 0.35
H -22.686 -7.883 12.950 -0.02
H -21.415 -6.978 12.314 -0.22
H -19.907 -9.070 13.120 -0.98
H -21.423 -9.611 13.864 -0.48
H -21.474 -7.580 15.348 0.13
H -20.159 -6.868 14.532 -0.53
H -20.072 -7.111 17.627 -0.46
H -18.372 -6.777 17.131 1.10
H -17.700 -8.854 18.422 -0.62
H -19.394 -9.051 18.943 -1.48
H -17.492 -6.788 19.573 0.27
H -18.046 -8.095 20.670 -0.18
H -19.861 -5.851 19.701 0.14
H -19.271 -6.165 21.328 0.49
H -20.376 -7.291 20.555 0.00
H -19.438 -10.731 17.054 -0.14
H -20.369 -10.742 15.589 0.64
H -22.247 -9.477 16.651 -0.45
H -21.311 -9.107 18.004 -0.50
H -22.055 -11.987 17.192 0.26
H -22.987 -10.996 18.286 -0.23
H -20.522 -10.897 19.534 -0.37
H -20.333 -12.362 18.629 0.40
H -21.668 -12.273 19.790 -0.33
H -17.093 -8.926 15.955 -0.13
H -17.701 -8.106 14.458 0.45
H -18.576 -10.532 13.778 -0.24
H -17.777 -11.145 15.173 0.22
H -15.630 -10.228 14.319 -0.27
H -16.366 -9.801 12.821 0.00
H -17.264 -12.171 12.563 -0.45
H -16.446 -12.676 13.902 0.55
H -15.468 -12.109 12.514 -0.07
C -19.559 -4.364 13.709 -1.55
C -18.523 -5.442 13.931 0.49
O -18.524 -5.927 15.235 -0.41
H -19.623 -4.050 12.660 0.37
H -19.336 -3.482 14.322 0.52
H -20.556 -4.673 13.997 0.09
H -17.495 -5.114 13.709 0.21
H -18.733 -6.217 13.147 -0.26
O -14.334 -13.135 8.258 -0.60
C -14.323 -12.000 8.615 0.45
O -14.651 -11.006 7.777 -0.36
C -14.624 -9.732 8.417 -0.36
C -14.733 -10.048 9.899 0.25
C -14.080 -11.428 10.026 -0.25
H -15.520 -9.184 8.139 0.16
H -13.739 -9.171 8.116 0.24
H -15.792 -10.149 10.149 -0.25
H -14.351 -9.289 10.578 0.44
H -14.518 -12.124 10.733 0.08
H -12.992 -11.518 10.097 0.20
O -17.166 -10.997 17.561 -0.25
C -16.503 -11.613 18.343 -0.19
O -16.459 -12.972 18.327 -0.44
C -15.619 -13.534 19.320 -0.43
C -15.183 -12.368 20.203 -0.36
C -15.715 -11.101 19.519 1.15
H -14.740 -14.039 18.918 0.28
H -16.214 -14.240 19.903 0.30
H -14.106 -12.341 20.355 0.41
H -15.646 -12.436 21.187 -0.23
H -14.888 -10.470 19.186 0.00
H -16.371 -10.445 20.092 -0.54
O -18.460 -10.498 21.640 -0.24
C -18.591 -11.389 22.420 0.55
O -19.275 -11.248 23.558 -0.66
C -19.213 -12.426 24.400 -0.65
C -18.963 -13.526 23.337 -0.10
C -18.078 -12.814 22.337 -0.09
H -20.188 -12.519 24.866 0.37
H -18.402 -12.276 25.112 0.26
H -19.979 -13.816 23.074 -0.27
H -18.503 -14.393 23.815 0.44
H -18.220 -13.229 21.341 0.11
H -17.034 -12.809 22.649 0.18
O -23.585 -12.746 10.999 -0.42
C -24.701 -13.123 10.926 0.40
O -25.194 -14.114 11.714 -0.39
C -26.579 -14.388 11.472 -0.49
C -27.055 -13.094 10.842 -0.47
C -25.864 -12.589 10.092 0.10
H -27.130 -14.589 12.389 0.32
H -26.674 -15.276 10.844 0.28
H -27.360 -12.383 11.618 0.15
H -27.982 -13.122 10.263 0.39
H -25.747 -11.503 10.100 -0.24
H -25.771 -12.844 9.035 0.38
O -22.451 -6.444 17.747 -0.12
C -23.268 -6.866 18.509 -0.14
O -24.292 -7.601 18.055 0.00
C -25.146 -7.964 19.132 -0.18
C -24.855 -6.993 20.271 -0.68
C -23.380 -6.691 20.010 -0.49
H -24.812 -8.952 19.489 0.04
H -26.182 -8.107 18.833 0.32
H -25.164 -7.491 21.186 0.36
H -25.382 -6.045 20.138 0.30
H -22.706 -7.444 20.435 0.02
H -22.972 -5.702 20.206 0.47
C -17.641 -8.953 23.868 1.06
Cl -18.563 -7.441 23.859 -0.18
Cl -16.612 -9.079 25.313 -0.23
H -18.275 -9.829 23.849 -0.45
H -16.930 -8.941 23.052 -0.08
C -24.258 -8.514 6.827 -0.36
Cl -24.756 -9.326 8.341 -0.06
Cl -25.642 -7.906 5.926 -0.15
H -23.552 -7.732 7.081 0.28
H -23.737 -9.260 6.238 0.30
C -14.720 -6.112 14.135 0.34
Cl -14.077 -5.116 12.792 -0.17
Cl -14.035 -7.730 14.185 0.10
H -14.448 -5.581 15.035 0.32
H -15.790 -6.201 14.001 -0.72
C -19.991 -3.736 16.959 2.53
Cl -21.361 -2.644 16.803 -0.20
Cl -18.642 -3.022 17.813 -0.22
H -20.353 -4.616 17.480 -1.03
H -19.647 -4.077 15.979 -1.36
C -27.059 -12.662 18.561 -0.43
Br -27.944 -10.942 18.075 -0.08
Br -28.172 -13.764 19.714 -0.06
Br -25.309 -12.415 19.347 0.17
H -26.995 -13.176 17.614 0.39
C -22.700 -15.052 21.728 -0.38
Br -21.374 -15.003 20.320 0.00
Br -24.218 -16.193 21.319 -0.05
Br -23.347 -13.279 22.241 -0.09
H -22.257 -15.421 22.641 0.42
C -23.902 -5.168 14.973 0.87
Br -23.248 -4.802 13.186 -0.06
Br -24.787 -6.880 14.946 0.05
Br -24.942 -3.730 15.708 -0.07
H -22.982 -5.156 15.543 -0.93
C -13.790 -6.762 18.380 -0.50
Br -12.561 -8.215 17.932 -0.04
Br -14.261 -6.754 20.256 -0.06
Br -15.443 -6.989 17.338 0.18
H -13.364 -5.823 18.061 0.55
C -18.304 -7.574 10.396 1.60
Br -18.298 -8.737 8.864 -0.14
Br -19.525 -6.062 10.090 -0.06
Br -16.498 -6.976 10.795 -0.07
H -18.697 -8.084 11.265 -1.53
C -24.818 -11.291 14.419 -0.62
Br -25.153 -10.109 12.883 -0.14
Br -24.778 -10.175 15.989 -0.06
Br -23.091 -12.181 14.223 -0.02
H -25.591 -12.045 14.451 0.73
C -19.413 -13.488 10.840 -0.67
Br -18.519 -12.164 9.697 0.02
Br -20.517 -12.558 12.163 0.10
Br -18.129 -14.650 11.772 -0.04
H -20.004 -14.067 10.148 0.48
C -12.039 -10.945 14.378 -0.15
Br -13.201 -11.046 15.919 0.08
Br -12.134 -12.608 13.353 -0.06
Br -10.222 -10.470 14.947 -0.06
H -12.339 -10.132 13.732 0.15
```

Largest force on an atom ... 2.2 eV/Å
Energy ... -1866269.926 eV
HOMO-LUMO gap ... 0.222 Eh
Total charge ... 0
Lowest unoccupied orbital energy ... -0.80 eV